Entry from the OMol25 dataset: 2 unconnected molecules or ions with the total composition C5H15N2O (the ωB97M-V functional and the def2-TZVPD basis).

Last columns: bonded neighbours and bond lengths (Å).
Cartesian coordinates (Å):
1 C 2.53416 0.98892 0.30988  C2 1.525, H5 1.091, H6 1.092, H7 1.086
2 C 2.47446 -0.14662 1.32674  C1 1.525, N4 1.475, H8 1.082, H9 1.088
3 C 0.55248 -0.23799 2.78022  N4 1.268, H10 1.082, H11 1.083
4 N 1.07547 -0.48221 1.65129  C2 1.475, C3 1.268, H12 1.056
5 H 2.08990 0.76484 -0.66160  C1 1.091
6 H 2.04781 1.87605 0.72010  C1 1.092
7 H 3.57926 1.23194 0.14306  C1 1.086
8 H 2.96961 -1.02848 0.94322  C2 1.082
9 H 2.98632 0.18031 2.22925  C2 1.088
10 H -0.51814 -0.33368 2.90748  C3 1.082
11 H 1.16987 0.05007 3.62184  C3 1.083
12 H 0.48718 -0.77484 0.82459  N4 1.056
13 C -3.00910 0.43429 -2.32059  N14 1.432, H17 1.089, H18 1.087, H19 1.108
14 N -1.73137 0.27058 -1.69464  C13 1.432, C15 1.450, H20 1.027
15 C -1.52183 -0.91336 -0.88331  N14 1.450, O16 1.436, H21 1.098, H22 1.088
16 O -0.13580 -1.22909 -0.67848  C15 1.436, H23 0.970
17 H -3.29259 -0.48425 -2.83323  C13 1.089
18 H -2.98781 1.26857 -3.01728  C13 1.087
19 H -3.76992 0.68208 -1.55480  C13 1.108
20 H -1.40656 1.12545 -1.22748  N14 1.027
21 H -1.97077 -0.77765 0.10950  C15 1.098
22 H -1.99183 -1.76109 -1.37766  C15 1.088
23 H 0.36920 -0.70386 -1.31811  O16 0.970

Values from the calculation:
Kohn-Sham gap (spin up / spin down)   0.448 / 0.275 hartree
Molecular weight   119.19 g mol⁻¹
ΔE to the lowest compared entry with this formula, charge and spin   51.4 kcal/mol
Lowest unoccupied orbital energy (spin up / spin down)   -7.51 / -12.21 eV
Spin multiplicity   2
HOMO energy (spin up / spin down)   -19.7001 / -19.6992 eV
Total charge   +2

***

Entry from the OMol25 dataset: a gas-phase ion, C5H15N2S (charge +2) (the ωB97M-V functional and the def2-TZVPD basis).

Last columns: bonded neighbours and bond lengths (Å).
Cartesian coordinates (Å):
1 C 1.34036 1.14842 0.13156  N2 1.472, C7 1.556, H9 1.084, H10 1.092
2 N 0.22081 0.55664 -0.61840  C1 1.472, C3 1.475, H11 1.016
3 C -1.07000 0.60423 0.09347  N2 1.475, C4 1.540, H12 1.090, H13 1.105
4 C -2.07201 -0.44114 -0.43167  C3 1.540, C5 1.517, H14 1.095, H15 1.090
5 C -2.36701 -1.57644 0.52998  C4 1.517, S6 1.839, H16 1.101, H17 1.102
6 S -0.94896 -2.71499 0.80320  C5 1.839, H18 1.359
7 C 2.32861 1.71126 -0.93091  C1 1.556, N8 1.545, H19 1.100, H20 1.089
8 N 2.91862 3.03473 -0.39425  C7 1.545, H21 1.018, H22 1.023, H23 1.024
9 H 1.00826 1.84944 0.88858  C1 1.084
10 H 1.92538 0.36993 0.62461  C1 1.092
11 H 0.34473 -0.41743 -0.87755  N2 1.016
12 H -1.47131 1.61573 0.02673  C3 1.090
13 H -0.94710 0.36493 1.16502  C3 1.105
14 H -3.05539 0.03980 -0.42877  C4 1.095
15 H -1.92533 -0.67402 -1.48678  C4 1.090
16 H -2.65093 -1.15254 1.50601  C5 1.101
17 H -3.36778 -2.01586 0.38753  C5 1.102
18 H -1.00542 -3.28518 -0.42886  S6 1.359
19 H 1.97317 1.69009 -1.97138  C7 1.100
20 H 3.19382 1.08162 -1.13473  C7 1.089
21 H 2.18940 3.65979 -0.05651  N8 1.018
22 H 3.51842 2.79705 0.39937  N8 1.023
23 H 3.48970 3.53730 -1.07997  N8 1.024

Values from the calculation:
Kohn-Sham gap (spin up / spin down)   0.386 / 0.171 hartree
Molecular weight   135.26 g mol⁻¹
ΔE to the lowest compared entry with this formula, charge and spin   20.7 kcal/mol
Lowest unoccupied orbital energy (spin up / spin down)   -6.24 / -11.69 eV
Spin multiplicity   2
HOMO energy (spin up / spin down)   -16.7356 / -16.3446 eV
Total charge   +2

***

Entry from the OMol25 dataset: a gas-phase ion, C5H15N2S (charge +2) (the ωB97M-V functional and the def2-TZVPD basis).

Last columns: bonded neighbours and bond lengths (Å).
Cartesian coordinates (Å):
1 C -1.72415 -0.00709 -0.80926  N2 1.478, C7 1.517, H9 1.104, H10 1.211
2 N -0.75981 -0.15322 0.30062  C1 1.478, C3 1.547, H11 0.993
3 C 0.59145 0.52810 0.62129  N2 1.547, C4 1.540, C6 1.565, H12 1.240
4 C 1.30352 -0.44608 1.57877  C3 1.540, S5 1.790, H13 1.039, H14 1.077
5 S 3.08556 -0.30265 1.65881  C4 1.790, H15 1.349
6 C 0.53408 1.97667 1.21203  C3 1.565, H16 1.077, H17 1.020, H18 1.101
7 C -1.55725 -0.89002 -2.03189  C1 1.517, N8 1.521, H19 1.125, H20 1.192
8 N -0.18074 -1.53439 -1.97245  C7 1.521, H21 1.173, H22 1.101, H23 0.977
9 H -2.72789 0.03122 -0.35004  C1 1.104
10 H -1.53145 1.14653 -1.12464  C1 1.211
11 H -1.14084 0.03552 1.19742  N2 0.993
12 H 1.28449 0.67063 -0.39708  C3 1.240
13 H 0.94213 -0.27612 2.53757  C4 1.039
14 H 0.90817 -1.40821 1.29946  C4 1.077
15 H 3.21215 0.50315 2.73328  S5 1.349
16 H 0.26009 1.90023 2.25120  C6 1.077
17 H 0.09751 2.74685 0.70471  C6 1.020
18 H 1.47414 2.51935 1.39718  C6 1.101
19 H -1.87130 -0.28973 -2.93047  C7 1.125
20 H -2.32268 -1.80128 -1.96909  C7 1.192
21 H -0.46954 -2.48996 -2.58755  N8 1.173
22 H 0.10394 -1.48625 -0.90950  N8 1.101
23 H 0.48841 -0.97325 -2.41033  N8 0.977

Values from the calculation:
Kohn-Sham gap (spin up / spin down)   0.374 / 0.182 hartree
Molecular weight   135.26 g mol⁻¹
ΔE to the lowest compared entry with this formula, charge and spin   75.8 kcal/mol
Lowest unoccupied orbital energy (spin up / spin down)   -7.08 / -12.27 eV
Spin multiplicity   2
HOMO energy (spin up / spin down)   -17.2588 / -17.2205 eV
Total charge   +2

***

Entry from the OMol25 dataset: C5H15N3 in the gas phase (the ωB97M-V functional and the def2-TZVPD basis).

Last columns: bonded neighbours and bond lengths (Å).
Cartesian coordinates (Å):
1 C 1.10827 0.02655 0.45637  C3 1.469, C4 1.515, N6 1.396, N8 1.782
2 C -1.36363 -0.20402 -0.36521  C3 1.778, C5 1.525, N7 1.457, H9 1.094
3 C 0.36127 -0.16468 -0.79412  C1 1.469, C2 1.778, H16 1.089, H17 1.089
4 C 1.11307 -1.08304 1.48824  C1 1.515, H18 1.094, H19 1.091, H20 1.095
5 C -2.14022 -0.22108 -1.67700  C2 1.525, H21 1.098, H22 1.097, H23 1.094
6 N 1.11212 1.31483 0.99479  C1 1.396, H10 1.021, H11 1.012
7 N -1.78041 0.91375 0.47143  C2 1.457, H12 1.020, H13 1.018
8 N 2.59706 -0.06445 -0.51791  C1 1.782, H14 1.019, H15 1.020
9 H -1.55463 -1.12748 0.18998  C2 1.094
10 H 0.18341 1.73720 0.96384  N6 1.021
11 H 1.49867 1.36363 1.92880  N6 1.012
12 H -2.69024 0.73723 0.89759  N7 1.020
13 H -1.89011 1.75076 -0.09726  N7 1.018
14 H 3.24247 -0.64273 0.01845  N8 1.019
15 H 2.93082 0.89256 -0.40500  N8 1.020
16 H 0.40889 0.67139 -1.49043  C3 1.089
17 H 0.52314 -1.13716 -1.25773  C3 1.089
18 H 0.19751 -1.05910 2.08706  C4 1.094
19 H 1.19239 -2.06136 1.01110  C4 1.091
20 H 1.96669 -0.97364 2.16594  C4 1.095
21 H -3.22662 -0.23602 -1.51935  C5 1.098
22 H -1.90457 0.66839 -2.27485  C5 1.097
23 H -1.88536 -1.10151 -2.27471  C5 1.094

Values from the calculation:
Kohn-Sham gap   0.344 hartree
Molecular weight   117.20 g mol⁻¹
ΔE to the lowest compared entry with this formula, charge and spin   43.5 kcal/mol
Structure (SMILES)   C[C@H](N)CC(C)(N)N
Lowest unoccupied orbital energy   1.00 eV
HOMO energy   -8.3572 eV
Total charge   0

***

Entry from the OMol25 dataset: C5H15N3 in the gas phase (the ωB97M-V functional and the def2-TZVPD basis).

Last columns: bonded neighbours and bond lengths (Å).
Cartesian coordinates (Å):
1 C -0.46875 -0.44129 -1.29602  C2 1.523, H8 1.099, H9 1.096, N16 1.464
2 C -0.41994 0.95114 -1.91062  C1 1.523, H10 1.091, H11 1.095, H12 1.096
3 N 1.38176 -0.38981 1.10430  N4 1.442, H5 1.020, C15 1.472
4 N 2.27083 0.39664 0.28601  N3 1.442, H6 1.023, H7 1.021
5 H 1.36841 -1.38048 0.86165  N3 1.020
6 H 3.24888 0.19229 0.50358  N4 1.023
7 H 2.15379 0.21375 -0.71158  N4 1.021
8 H -1.21556 -0.98776 -1.88849  C1 1.099
9 H 0.47637 -0.96831 -1.46869  C1 1.096
10 H 0.45443 1.51804 -1.58675  C2 1.091
11 H -1.32300 1.52294 -1.67375  C2 1.095
12 H -0.35757 0.87036 -3.00154  C2 1.096
13 C -1.28674 -1.85640 0.47232  N16 1.465, H18 1.096, H19 1.096, H20 1.095
14 C -0.15700 1.62308 1.27156  C15 1.535, H21 1.097, H22 1.091, H23 1.096
15 C -0.00515 0.10191 1.13504  N3 1.472, C14 1.535, N16 1.472, H17 1.099
16 N -0.87475 -0.49770 0.10970  C1 1.464, C13 1.465, C15 1.472
17 H -0.38659 -0.25582 2.10178  C15 1.099
18 H -2.05752 -2.22621 -0.21386  C13 1.096
19 H -1.74192 -1.87709 1.46909  C13 1.096
20 H -0.45112 -2.56399 0.45607  C13 1.095
21 H 0.35566 1.97516 2.17473  C14 1.097
22 H 0.24939 2.18554 0.42946  C14 1.091
23 H -1.21394 1.89403 1.37601  C14 1.096

Values from the calculation:
Kohn-Sham gap   0.341 hartree
Molecular weight   117.20 g mol⁻¹
ΔE to the lowest compared entry with this formula, charge and spin   46.2 kcal/mol
Structure (SMILES)   CCN(C)[C@H](C)NN
Lowest unoccupied orbital energy   1.07 eV
HOMO energy   -8.2106 eV
Total charge   0

***

Entry from the OMol25 dataset: 2 unconnected molecules or ions with the total composition C5H15N3 (the ωB97M-V functional and the def2-TZVPD basis).

Last columns: bonded neighbours and bond lengths (Å).
Cartesian coordinates (Å):
1 C 0.35233 -1.53517 1.03761  N6 1.423, N7 1.482, H9 1.105, H10 1.019
2 C 2.75489 -0.61616 0.74707  N6 1.439, H11 1.063, H12 1.171, H13 1.058
3 C 0.03692 0.99170 1.25709  N7 1.531, H14 1.173, H15 1.117, H16 1.078
4 C -2.93005 1.04125 -0.64242  H17 1.083, H18 1.055, H19 1.125
5 C -0.06790 0.17552 -2.03186  N8 1.413, H20 1.150, H21 1.129, H22 1.154
6 N 1.44519 -1.00619 0.29499  C1 1.423, C2 1.439, N7 1.452
7 N 0.22026 -0.22898 0.35098  C1 1.482, C3 1.531, N6 1.452, N8 1.439
8 N -0.63313 -0.24360 -0.80705  C5 1.413, N7 1.439, H23 1.032
9 H -0.15713 -2.34947 0.49218  C1 1.105
10 H 0.25390 -1.71619 2.03606  C1 1.019
11 H 2.69522 0.13676 1.49548  C2 1.063
12 H 3.14786 -1.55583 1.32513  C2 1.171
13 H 3.34847 -0.33037 -0.08136  C2 1.058
14 H 0.44233 1.97445 0.76052  C3 1.173
15 H -1.05982 1.20379 1.24561  C3 1.117
16 H 0.40591 0.84340 2.25928  C3 1.078
17 H -2.73343 1.52896 0.30444  C4 1.083
18 H -2.93287 1.73338 -1.43807  C4 1.055
19 H -3.64282 0.17557 -0.73792  C4 1.125
20 H 0.79894 -0.56955 -2.16178  C5 1.150
21 H -0.89671 0.16944 -2.79815  C5 1.129
22 H 0.44840 1.20774 -2.03298  C5 1.154
23 H -1.29677 -1.03045 -0.87485  N8 1.032

Values from the calculation:
Kohn-Sham gap (spin up / spin down)   0.260 / 0.259 hartree
Molecular weight   117.20 g mol⁻¹
ΔE to the lowest compared entry with this formula, charge and spin   233.3 kcal/mol
Lowest unoccupied orbital energy (spin up / spin down)   -11.43 / -11.45 eV
HOMO energy (spin up / spin down)   -18.5100 / -18.5094 eV
Total charge   +2

***

Entry from the OMol25 dataset: 2 unconnected molecules or ions with the total composition C5H15N3O (the ωB97M-V functional and the def2-TZVPD basis).

Last columns: bonded neighbours and bond lengths (Å).
Cartesian coordinates (Å):
1 C -1.58738 -1.47284 -0.47979  C2 1.343, N3 1.384, O4 1.373
2 C -2.22246 -0.50888 0.20752  C1 1.343, H9 1.073, H11 1.076
3 N -1.59287 -1.59181 -1.85830  C1 1.384, H7 1.007, H8 1.010
4 O -0.97801 -2.54215 0.12779  C1 1.373, H5 0.964
5 H -1.00942 -2.42341 1.08401  O4 0.964
6 H 0.75502 -0.31241 -1.24107  C16 1.128
7 H -2.41837 -1.24322 -2.31781  N3 1.007
8 H -1.28685 -2.49469 -2.19269  N3 1.010
9 H -2.82178 0.21909 -0.30521  C2 1.073
10 H -0.40702 0.67529 0.48279  C13 1.136
11 H -2.29636 -0.54309 1.28034  C2 1.076
12 C 1.21919 1.57503 1.61186  C13 1.521, H22 1.090, H23 1.090, H24 1.089
13 C 0.59673 1.16902 0.28473  H10 1.136, C12 1.521, N14 1.459, C16 1.524
14 N 0.45425 2.34718 -0.56369  C13 1.459, H17 1.017, H18 1.014
15 N 2.00003 -0.87160 0.40825  C16 1.453, H19 1.017, H20 1.013
16 C 1.43690 0.14276 -0.46578  H6 1.128, C13 1.524, N15 1.453, H21 1.096
17 H 0.02944 2.08967 -1.45089  N14 1.017
18 H -0.15880 3.02284 -0.12037  N14 1.014
19 H 2.62536 -1.47538 -0.11912  N15 1.017
20 H 1.25738 -1.45929 0.76728  N15 1.013
21 H 2.27055 0.66936 -0.94435  C16 1.096
22 H 2.17311 2.06870 1.42927  C12 1.090
23 H 0.56471 2.26431 2.14576  C12 1.090
24 H 1.39668 0.69551 2.22944  C12 1.089

Values from the calculation:
Kohn-Sham gap   0.319 hartree
Molecular weight   133.19 g mol⁻¹
ΔE to the lowest compared entry with this formula, charge and spin   32.1 kcal/mol
Structure (SMILES)   C[C@@H](N)CN.C=C(N)O
Lowest unoccupied orbital energy   0.62 eV
HOMO energy   -8.0646 eV
Total charge   0

***

Entry from the OMol25 dataset: 2 unconnected molecules or ions with the total composition C5H15N3O (the ωB97M-V functional and the def2-TZVPD basis).

Last columns: bonded neighbours and bond lengths (Å).
Cartesian coordinates (Å):
1 C -1.27396 -1.52312 -0.39684  C3 1.545, N7 1.497, H10 1.088, H11 1.088
2 C 0.64238 -1.92661 -1.12783  C3 1.545, N7 1.499, H12 1.088, H13 1.089
3 C 0.09157 -0.83001 -0.18904  C1 1.545, C2 1.545, O9 1.662
4 C 1.37003 1.99194 -0.38525  C5 1.480, H14 1.083, H15 1.095, H16 1.086
5 C 0.02501 1.96760 0.23241  C4 1.480, N6 1.320, N8 1.312
6 N -0.08297 1.97719 1.54814  C5 1.320, H17 1.009, H18 1.010
7 N -0.63208 -2.71075 -1.04380  C1 1.497, C2 1.499, H19 1.025, H20 1.025
8 N -1.03709 2.04503 -0.53423  C5 1.312, H21 1.010, H22 1.011
9 O 0.54166 -1.44331 1.28833  C3 1.662, H23 0.974, H24 0.970
10 H -1.87181 -1.76316 0.48037  C1 1.088
11 H -1.88601 -0.97781 -1.11162  C1 1.088
12 H 0.80610 -1.54636 -2.13369  C2 1.088
13 H 1.52503 -2.48111 -0.81104  C2 1.089
14 H 2.11798 1.51644 0.23752  C4 1.083
15 H 1.66739 3.03917 -0.50580  C4 1.095
16 H 1.37827 1.53701 -1.37153  C4 1.086
17 H 0.73776 2.10989 2.12040  N6 1.009
18 H -0.97354 2.12340 2.00133  N6 1.010
19 H -0.56253 -3.51480 -0.41175  N7 1.025
20 H -1.03835 -3.04837 -1.92225  N7 1.025
21 H -0.93812 2.08344 -1.53841  N8 1.010
22 H -1.96818 2.17127 -0.16037  N8 1.011
23 H 1.50997 -1.37516 1.36367  O9 0.974
24 H 0.12659 -0.92371 1.99507  O9 0.970

Values from the calculation:
Kohn-Sham gap   0.342 hartree
Molecular weight   133.19 g mol⁻¹
ΔE to the lowest compared entry with this formula, charge and spin   24.8 kcal/mol
Lowest unoccupied orbital energy   -6.62 eV
HOMO energy   -15.9106 eV
Total charge   +2

***

Which of these has the highest ΔE to the lowest compared entry with this formula, charge and spin?
number 6